No. 1
This record from the Open Molecules 2025 dataset describes a single C2HNO molecule. The level of theory is ωB97M-V with the def2-TZVPD basis set.

Structure (XYZ):
```
5
Properties=species:S:1:pos:R:3:forces:R:3:nbo_charge:R:1
O 1.6240 -0.5154 -0.0242 -3.246 1.371 0.460 -0.437
N -2.0878 -0.2440 -0.0312 12.006 -3.102 0.847 -0.191
C -0.7918 -0.5164 0.0559 -11.551 4.323 -0.734 0.144
C 0.5594 0.1374 0.0427 3.579 -6.043 -0.614 0.302
H 0.6961 1.1384 -0.0432 -0.788 3.452 0.041 0.182
```
Positions in Å, forces in eV/Å.

Properties
Charge = 0
SMILES = N#CC=O
2S+1 = 1
Kohn-Sham gap = 10.22 eV
LUMO energy = -1.377 eV
Energy relative to the best compared isomer or geometry (same formula, charge and spin) = 219.4 kJ/mol
HOMO level = -11.598 eV

No. 2
This record from the Open Molecules 2025 dataset describes a single C2HNO4 molecule. The level of theory is ωB97M-V with the def2-TZVPD basis set.

Structure (XYZ):
```
8
Properties=species:S:1:pos:R:3:forces:R:3:nbo_charge:R:1
O -0.9611 -1.7412 0.3300 0.131 -1.568 -2.519 -0.440
O 1.6114 1.5893 2.0055 -0.010 -0.344 0.462 -0.317
O 0.8200 -0.1073 3.1244 0.301 -0.637 0.931 -0.349
O -0.8547 1.3930 0.6464 1.197 -0.889 0.843 -0.414
N 0.8376 0.6922 2.2353 -0.120 1.416 -1.577 0.462
C -0.9167 -1.0817 1.2742 -0.099 3.022 3.443 0.377
C -0.3221 0.5089 1.2340 -2.015 -1.358 -0.614 0.530
H -1.3754 -1.3627 2.2864 0.615 0.357 -0.969 0.152
```
Positions in Å, forces in eV/Å.

Properties
Charge = 0
SMILES = O=CC(=O)[N+](=O)[O-]
2S+1 = 1
Kohn-Sham gap = 9.08 eV
LUMO energy = -1.373 eV
Energy relative to the best compared isomer or geometry (same formula, charge and spin) = 359.1 kJ/mol
HOMO level = -10.448 eV

No. 3
This record from the Open Molecules 2025 dataset describes 2 unconnected molecules or ions with the total composition C2HNOS. The level of theory is ωB97M-V with the def2-TZVPD basis set.

Structure (XYZ):
```
6
Properties=species:S:1:pos:R:3:forces:R:3:nbo_charge:R:1
S 2.7260 0.5499 0.9538 0.613 0.387 0.343 0.012
O 0.8796 -1.3685 4.0762 -0.188 0.085 0.416 -0.497
N 0.4421 -0.1674 -0.3759 0.269 0.055 0.132 -0.670
C 1.4074 0.2595 0.1850 -0.743 -0.655 -0.388 0.230
C 0.4334 -1.1561 5.0900 0.189 -0.083 -0.426 0.496
H -0.3819 0.1696 -0.8225 -0.140 0.212 -0.077 0.429
```
Positions in Å, forces in eV/Å.

Properties
Charge = 0
2S+1 = 1
Kohn-Sham gap = 10.52 eV
LUMO energy = 0.897 eV
Energy relative to the best compared isomer or geometry (same formula, charge and spin) = 30.5 kJ/mol
HOMO level = -9.626 eV

No. 4
This record from the Open Molecules 2025 dataset describes a single C2HNOS molecule. The level of theory is ωB97M-V with the def2-TZVPD basis set.

Structure (XYZ):
```
6
Properties=species:S:1:pos:R:3:forces:R:3:nbo_charge:R:1
S -0.7510 -0.4526 -0.9667 -0.937 1.680 0.825 0.085
O -1.2494 1.9042 0.8127 -0.311 -0.707 -0.523 -0.422
N 1.7589 -1.7256 -0.8170 0.376 0.099 0.047 -0.291
C -0.6621 0.9116 0.6457 -0.434 -0.207 -2.138 0.470
C 0.7802 -1.1193 -0.8496 -0.190 -0.160 0.355 0.002
H 0.1234 0.4817 1.1749 1.497 -0.705 1.434 0.155
```
Positions in Å, forces in eV/Å.

Properties
Charge = 0
SMILES = N#CSC=O
2S+1 = 1
Kohn-Sham gap = 9.92 eV
LUMO energy = -0.362 eV
Energy relative to the best compared isomer or geometry (same formula, charge and spin) = 124.0 kJ/mol
HOMO level = -10.278 eV

No. 5
This record from the Open Molecules 2025 dataset describes a single C2HO2P molecule. The level of theory is ωB97M-V with the def2-TZVPD basis set.

Structure (XYZ):
```
6
Properties=species:S:1:pos:R:3:forces:R:3:nbo_charge:R:1
P 1.7879 -0.9627 0.0442 -3.164 0.776 -0.150 0.250
O -0.4095 0.9738 0.0583 -0.878 2.201 -0.308 -0.446
O -2.6061 -0.0354 0.0039 0.828 1.140 0.279 -0.466
C 0.0507 -0.3681 0.1066 2.171 -0.557 -0.037 -0.172
C -1.4542 0.1821 0.0891 2.380 -3.279 -0.236 0.853
H 2.6312 0.2102 -0.3021 -1.338 -0.281 0.451 -0.018
```
Positions in Å, forces in eV/Å.

Properties
Charge = 0
SMILES = [H]/P=c1\oc1=O
2S+1 = 1
Kohn-Sham gap = 8.74 eV
LUMO energy = -0.616 eV
Energy relative to the best compared isomer or geometry (same formula, charge and spin) = 301.1 kJ/mol
HOMO level = -9.356 eV

No. 6
This record from the Open Molecules 2025 dataset describes a molecular structure, C2HO2Zn. The level of theory is ωB97M-V with the def2-TZVPD basis set.

Structure (XYZ):
```
6
Properties=species:S:1:pos:R:3:forces:R:3:nbo_charge:R:1
Zn -0.6463 -0.2832 1.4098 0.107 -1.140 0.576 0.788
O 1.9230 -0.3193 -0.7400 -5.226 0.997 3.025 -0.511
O -0.6339 1.7193 1.0554 0.621 -0.845 -2.448 -0.678
C 0.9236 -0.1674 -0.0435 4.142 -0.452 -2.316 0.175
C -0.2700 1.3491 -0.1206 0.551 1.621 1.020 0.073
H 0.0161 2.1737 -0.8154 -0.195 -0.182 0.142 0.152
```
Positions in Å, forces in eV/Å.

Properties
Charge = 0
2S+1 = 2
Kohn-Sham gap (alpha / beta) = 6.70 / 7.24 eV
LUMO energy (alpha / beta) = -1.002 / -1.369 eV
HOMO level (alpha / beta) = -7.698 / -8.610 eV

No. 7
This record from the Open Molecules 2025 dataset describes 2 unconnected molecules or ions with the total composition C2HO3PS. The level of theory is ωB97M-V with the def2-TZVPD basis set.

Structure (XYZ):
```
8
Properties=species:S:1:pos:R:3:forces:R:3:nbo_charge:R:1
S -3.4019 -1.1958 -0.0819 3.069 0.549 -0.385 -0.158
P 3.4888 -0.4561 0.0529 0.989 0.906 0.624 2.399
O 3.3837 -1.0130 1.4602 -0.025 0.345 -1.794 -1.131
O 3.2170 -1.2749 -1.1754 0.102 0.391 1.062 -1.127
O 4.0622 0.9466 -0.1063 -0.762 -1.722 0.106 -1.142
C -1.0215 0.7863 0.0649 0.823 1.061 0.099 -0.328
C -1.8806 -0.0837 -0.0039 -3.613 -2.779 -0.241 -0.625
H -2.7915 -2.3665 -0.5815 -0.583 1.248 0.530 0.113
```
Positions in Å, forces in eV/Å.

Properties
Charge = -2
2S+1 = 1
Kohn-Sham gap = 6.02 eV
LUMO energy = 4.986 eV
Energy relative to the best compared isomer or geometry (same formula, charge and spin) = 26.0 kJ/mol
HOMO level = -1.036 eV

No. 8
This record from the Open Molecules 2025 dataset describes a gas-phase ion, C2HO3S (charge -1). The level of theory is ωB97M-V with the def2-TZVPD basis set.

Structure (XYZ):
```
7
Properties=species:S:1:pos:R:3:forces:R:3:nbo_charge:R:1
S 1.5093 0.4286 -0.8324 -1.587 2.436 1.259 1.655
O 0.0853 -1.0949 -0.4704 0.751 -0.822 0.359 -0.710
O 1.1853 1.3453 0.2970 0.822 -1.594 -1.721 -0.927
O 2.7028 -0.3519 -0.7253 0.983 -0.645 0.352 -0.947
C -0.8775 -0.7164 0.1893 -6.323 4.880 0.336 0.402
C -1.9775 0.0697 0.3948 6.465 -4.602 -2.311 -0.652
H -2.6277 0.3196 1.1470 -1.111 0.346 1.726 0.179
```
Positions in Å, forces in eV/Å.

Properties
Charge = -1
2S+1 = 1
Kohn-Sham gap = 7.46 eV
LUMO energy = 3.855 eV
Energy relative to the best compared isomer or geometry (same formula, charge and spin) = 311.4 kJ/mol
HOMO level = -3.607 eV

No. 9
This record from the Open Molecules 2025 dataset describes 3 unconnected molecules or ions with the total composition C2HO3S2. The level of theory is ωB97M-V with the def2-TZVPD basis set.

Structure (XYZ):
```
8
Properties=species:S:1:pos:R:3:forces:R:3:nbo_charge:R:1
S 1.2383 -0.9699 -1.2813 0.336 -0.211 -1.909 0.043
S 1.8014 -1.3055 0.6336 1.261 -1.087 1.428 0.077
O 1.0268 2.0777 0.4797 1.301 0.971 0.410 -0.568
O -1.1649 1.8597 -0.2103 0.273 0.096 0.057 -0.578
O -1.2983 -1.8361 0.1525 1.520 0.815 0.122 -1.036
C -0.0458 1.8049 0.1407 -1.419 -0.650 -0.326 1.038
C 0.4441 -0.4175 0.1466 -3.378 -0.138 0.198 -0.394
H -2.0015 -1.2134 -0.0613 0.107 0.205 0.020 0.417
```
Positions in Å, forces in eV/Å.

Properties
Charge = -1
2S+1 = 1
Kohn-Sham gap (alpha / beta) = 7.03 / 7.03 eV
LUMO energy (alpha / beta) = 3.310 / 3.310 eV
Energy relative to the best compared isomer or geometry (same formula, charge and spin) = 381.9 kJ/mol
HOMO level (alpha / beta) = -3.717 / -3.716 eV

No. 10
This record from the Open Molecules 2025 dataset describes a molecular structure, C2HO4Rh. The level of theory is ωB97M-V with the def2-TZVPD basis set.

Structure (XYZ):
```
8
Properties=species:S:1:pos:R:3:forces:R:3:nbo_charge:R:1
Rh 0.9757 1.0616 -1.4714 -0.220 0.608 -0.236 1.147
O 1.6512 0.6124 0.5783 0.135 -0.756 -1.023 -0.625
O 0.7779 -0.8346 2.1329 0.516 -0.190 -3.161 -0.352
O -1.3180 1.0905 -0.6749 1.090 0.024 -0.856 -0.447
O -0.0352 -0.6723 -0.7802 -0.453 -0.021 -0.907 -0.610
C -1.2024 -0.1437 -0.6519 -0.869 -1.041 1.818 0.629
C 1.1620 -0.3065 1.1643 -0.153 1.104 4.955 1.060
H -2.0110 -0.8073 -0.2971 -0.047 0.273 -0.590 0.198
```
Positions in Å, forces in eV/Å.

Properties
Charge = +1
2S+1 = 6
Kohn-Sham gap (alpha / beta) = 7.74 / 7.52 eV
LUMO energy (alpha / beta) = -5.103 / -9.912 eV
HOMO level (alpha / beta) = -12.841 / -17.430 eV

No. 11
This record from the Open Molecules 2025 dataset describes a gas-phase ion, C2HO4S (charge -1). The level of theory is ωB97M-V with the def2-TZVPD basis set.

Structure (XYZ):
```
8
Properties=species:S:1:pos:R:3:forces:R:3:nbo_charge:R:1
S 1.2845 0.0151 -0.6422 -1.111 0.657 -2.877 1.451
O 0.5176 1.3645 0.0478 0.867 0.722 -1.814 -0.664
O 0.5935 -0.1562 -1.9860 2.371 0.892 -0.602 -0.989
O 0.3392 -0.7212 1.6409 -0.849 -0.842 -4.051 -0.880
O -1.4969 1.1635 0.9755 0.303 -1.425 -3.329 -0.560
C -0.6706 0.6370 0.2267 -0.950 3.327 5.618 0.735
C -0.0302 -0.6712 0.1370 -1.946 -5.595 5.685 -0.284
H -0.5371 -1.6314 -0.3997 1.315 2.264 1.369 0.190
```
Positions in Å, forces in eV/Å.

Properties
Charge = -1
2S+1 = 1
Kohn-Sham gap = 7.32 eV
LUMO energy = 3.517 eV
Energy relative to the best compared isomer or geometry (same formula, charge and spin) = 394.8 kJ/mol
HOMO level = -3.802 eV

No. 12
This record from the Open Molecules 2025 dataset describes a single C2HP molecule. The level of theory is ωB97M-V with the def2-TZVPD basis set.

Structure (XYZ):
```
4
Properties=species:S:1:pos:R:3:forces:R:3:nbo_charge:R:1
P 1.1343 0.2304 -0.5066 -4.280 -0.684 0.286 0.713
C -1.6176 -0.6784 -0.2267 -3.356 -1.939 -0.115 0.099
C -0.5758 -0.0318 -0.0816 5.994 1.989 -2.109 -0.788
H 1.0591 0.4798 0.8149 1.643 0.635 1.939 -0.023
```
Positions in Å, forces in eV/Å.

Properties
Charge = 0
2S+1 = 1
Kohn-Sham gap = 7.04 eV
LUMO energy = -2.904 eV
Energy relative to the best compared isomer or geometry (same formula, charge and spin) = 151.7 kJ/mol
HOMO level = -9.944 eV